No. 1
DFT (ωB97M-V/def2-TZVPD) results for a structure of composition C30H49BrIN3O3PS2 at a distorted geometry.

charge	-1
DFT total energy	-151598.5989	eV
multiplicity	1
HOMO-LUMO gap	3.0	eV

The geometry in XYZ format:
```
90
C30H49BrIN3O3PS2 ωB97M-V/def2-TZVPD
C -7.64241 -1.75900 -1.75975
C -6.04937 -1.41797 -1.56916
C -5.16820 -1.76357 -2.94783
C -3.70803 -2.33834 -2.37403
N -2.54350 -2.03698 -3.29418
C -1.20777 -2.06178 -2.52334
C -0.94044 -0.65605 -1.68538
C 0.61513 -0.44184 -1.21429
C 0.93921 -1.09806 0.28952
C 0.60865 -0.00468 1.50924
C -0.64329 -0.29857 2.56573
C -1.58388 -1.64082 2.53726
P -3.33462 -1.39191 1.81685
O -3.51815 -0.09504 0.93090
O -3.71616 -2.88994 0.94147
O -4.45720 -1.39132 3.19370
C -0.90242 0.89616 3.70496
C 0.05689 2.23199 3.77575
C -0.31220 3.35310 4.95993
Br -0.69912 5.18593 4.18811
C 0.86705 3.49509 6.09647
C 0.99624 2.05318 6.91369
C 1.34038 2.48447 2.73337
N 2.14388 3.73114 2.96389
C 3.25547 3.75756 1.94799
C 4.29399 5.06239 2.07205
C 3.44062 6.44829 1.87538
C 3.53372 2.67551 0.76355
C 4.80656 2.81688 -0.31248
C 5.01373 1.31848 -1.02597
C 4.51605 3.87564 -1.52923
C 5.97324 4.07336 -2.32533
N 2.67984 1.45014 0.58312
C 1.57851 1.34932 1.59625
C -2.40527 -3.15663 -4.33649
S -2.73493 -2.90322 -5.99971
S -1.88051 -4.85912 -3.72839
C -0.90044 -5.77919 -5.08113
C -0.82354 -7.35889 -4.57600
C 0.18526 -7.47272 -3.24909
H -7.85965 -2.76651 -2.33308
H -8.10161 -1.88065 -0.68515
H -8.18441 -0.81983 -2.25188
H -5.63102 -2.17046 -0.74447
H -5.83777 -0.30786 -1.21151
H -4.95301 -0.75586 -3.50338
H -5.73331 -2.56184 -3.59442
H -3.83130 -3.47516 -2.09800
H -3.51353 -1.71082 -1.37929
H -1.19184 -2.92298 -1.69684
H -0.27917 -2.22582 -3.24097
H -1.37588 0.20653 -2.35784
H -1.58976 -0.73386 -0.70861
H 0.82941 0.73121 -1.23323
H 1.30200 -0.92129 -2.05838
H 0.32749 -2.09087 0.38387
H 2.11927 -1.27320 0.28370
H -1.04241 -2.55209 2.01858
H -1.73128 -1.97183 3.67406
H -2.79672 -3.22969 0.66116
H -4.01133 -2.04995 3.83432
H -1.80080 0.73982 4.45380
H -1.29936 3.00055 5.53108
H 1.91713 3.73388 5.61561
H 0.66114 4.34215 6.89099
H 1.60883 2.25996 7.90697
H 1.67733 1.34906 6.24292
H -0.07198 1.62031 7.11920
H 5.24705 4.96040 1.40474
H 4.68219 5.03264 3.20101
H 3.07640 6.76739 2.96634
H 4.05657 7.31513 1.38711
H 2.45714 6.16117 1.27703
H 5.80096 3.01069 0.28478
H 4.98044 0.43913 -0.22660
H 6.09023 1.29001 -1.51202
H 4.19139 1.17199 -1.85051
H 4.08181 4.90315 -1.16799
H 3.75883 3.34934 -2.27952
H 6.05332 5.13211 -2.84189
H 6.12149 3.22936 -3.14549
H 6.87865 3.96244 -1.55573
H 0.17811 -5.33734 -5.21143
H -1.50469 -5.69454 -6.09177
H -0.50054 -8.05625 -5.45906
H -1.90359 -7.62934 -4.16852
H -0.38526 -7.95178 -2.32382
H 0.60490 -6.43403 -2.90955
H 1.10578 -8.14470 -3.56793
I 3.64942 7.51718 -0.15580
```

Mulliken population analysis, charges in e, atoms 1 to 8:
1. C -1.023
2. C -0.019
3. C -0.681
4. C 0.426
5. N 0.053
6. C -0.437
7. C -0.076
8. C -0.670

No. 2
DFT (ωB97M-V/def2-TZVPD) results for a cluster of 16 separate species, C64H128O32 in total at a distorted geometry.

charge	0
DFT total energy	-133965.2722	eV
multiplicity	1
HOMO-LUMO gap	10.4	eV
ΔE to the lowest compared entry with this formula, charge and spin	410.74	kJ/mol

The geometry in XYZ format:
```
224
C64H128O32 ωB97M-V/def2-TZVPD
O 3.09000 4.37755 -2.96899
C 4.21855 3.98262 -2.84476
O 4.58999 2.70698 -2.65615
C 3.52180 1.69692 -2.46959
C 3.82740 0.61757 -1.50180
C 5.53895 4.82933 -2.93614
H 3.28025 1.38398 -3.50390
H 2.66746 2.19596 -2.10929
H 4.64206 -0.00925 -1.71646
H 2.90916 0.00285 -1.41526
H 3.95481 1.09570 -0.48706
H 5.34784 5.85154 -2.51609
H 5.65251 4.94121 -4.03482
H 6.36131 4.35081 -2.47555
O 2.11852 0.80715 -6.27367
C 2.39230 1.61864 -7.08650
O 1.83161 2.83319 -7.21168
C 0.97068 3.17045 -6.11074
C 0.33766 4.56910 -6.30272
C 3.46188 1.34161 -8.09759
H 1.54606 2.99529 -5.16005
H 0.17675 2.32766 -6.12215
H -0.40224 4.60703 -5.49208
H -0.05348 4.69577 -7.29453
H 1.07023 5.30643 -5.99467
H 4.43989 1.59512 -7.61871
H 3.36937 1.84613 -9.01632
H 3.51305 0.26612 -8.24015
O 4.36023 -2.45008 -3.27022
C 4.95757 -2.44294 -4.30044
O 5.81203 -3.32586 -4.74061
C 6.08828 -4.49308 -3.97604
C 6.72667 -5.45678 -4.88082
C 4.93897 -1.27796 -5.26365
H 5.13387 -4.94023 -3.59450
H 6.71378 -4.23610 -3.08203
H 7.68941 -5.03200 -5.31953
H 6.10568 -5.89435 -5.61021
H 7.08053 -6.24346 -4.23083
H 5.29913 -0.32816 -4.71291
H 3.90888 -1.14605 -5.66832
H 5.59286 -1.55482 -6.10092
O 3.33264 1.01408 4.15449
C 4.21716 0.26676 4.29507
O 5.15566 0.04788 3.34114
C 4.86151 0.70502 2.09127
C 6.16607 0.88938 1.22372
C 4.61584 -0.47667 5.56683
H 4.48277 1.64644 2.33125
H 4.08207 0.10634 1.62872
H 6.88072 1.47258 1.76358
H 5.79332 1.42021 0.33271
H 6.58618 -0.09841 0.97796
H 5.31670 0.09315 6.18620
H 5.15147 -1.33568 5.22699
H 3.65708 -0.84829 5.98808
O -2.03065 5.12526 1.02162
C -2.70213 4.35564 0.33615
O -2.41421 4.17045 -0.98053
C -1.16864 4.78676 -1.42198
C -0.82765 4.23586 -2.74211
C -4.04170 3.65634 0.66624
H -0.40368 4.73747 -0.62143
H -1.29355 5.90816 -1.51278
H -0.62001 3.17611 -2.68873
H 0.12545 4.65318 -3.03699
H -1.51982 4.38850 -3.56098
H -4.52223 3.45646 -0.32216
H -4.70911 4.27658 1.24606
H -3.83943 2.79927 1.25226
O -0.32241 -6.80825 2.06205
C -0.85258 -7.73459 1.42114
O -1.90937 -7.61787 0.64286
C -2.48839 -6.25768 0.45114
C -3.65555 -6.04719 1.39631
C -0.39752 -9.14802 1.38962
H -2.84967 -6.26227 -0.56246
H -1.62203 -5.55678 0.60454
H -3.36405 -5.89448 2.43968
H -4.41385 -6.82985 1.27906
H -4.15904 -5.14709 1.11811
H -1.25351 -9.75620 1.22509
H 0.04093 -9.30708 2.37084
H 0.38965 -9.32784 0.70379
O -2.84314 1.27793 -5.25469
C -4.00545 0.93329 -5.25850
O -5.00556 1.83403 -5.04401
C -4.56433 3.16087 -4.56006
C -4.00503 3.98349 -5.71796
C -4.53779 -0.41614 -5.55051
H -3.80423 2.97709 -3.84647
H -5.40001 3.61478 -4.05142
H -2.96569 3.73218 -5.92834
H -3.89786 5.04774 -5.53000
H -4.64159 3.81539 -6.59190
H -5.14292 -0.84324 -4.72716
H -3.70062 -1.08195 -5.84476
H -5.21482 -0.33978 -6.38414
O 0.48737 4.13664 5.23796
C 0.68087 5.35781 5.05238
O 1.20917 6.18593 6.05506
C 1.50777 5.51354 7.39045
C 2.91150 4.93166 7.26667
C 0.53199 5.94419 3.71732
H 0.70914 4.78734 7.67687
H 1.45741 6.33256 8.12025
H 3.36142 4.73119 8.23028
H 3.44041 5.60913 6.61692
H 2.84380 3.99798 6.79915
H -0.35206 5.49669 3.22392
H 1.40067 5.66818 3.19208
H 0.56749 7.00554 3.88273
O -4.05440 -4.63459 5.12996
C -3.00935 -4.06203 5.15866
O -2.86931 -2.77292 4.84421
C -3.95978 -1.83814 4.62446
C -3.89449 -1.33339 3.20771
C -1.74064 -4.70238 5.67269
H -3.86272 -0.98990 5.31559
H -4.99063 -2.25711 4.88957
H -4.67639 -0.73067 2.87637
H -3.81317 -2.13906 2.50381
H -2.97825 -0.74662 3.01249
H -0.91549 -4.09216 5.33675
H -1.72114 -5.72897 5.39904
H -1.71813 -4.62090 6.74902
O -6.04603 1.54256 3.43426
C -6.79268 2.34088 2.94803
O -7.58175 3.15058 3.65512
C -7.43234 3.13095 5.07993
C -8.24475 1.95886 5.66539
C -6.99228 2.49052 1.46561
H -7.80043 4.00873 5.44370
H -6.39300 2.97340 5.32451
H -7.74445 1.00278 5.51084
H -9.24668 1.81182 5.24337
H -8.40336 2.15200 6.74287
H -7.04287 3.51601 1.14465
H -7.94650 2.13405 1.14712
H -6.27076 1.90456 0.85701
O 3.23395 -7.09224 -0.02184
C 2.59845 -6.20605 0.50276
O 1.68383 -5.45380 -0.13107
C 1.29549 -6.03445 -1.41517
C 1.89863 -5.15185 -2.51885
C 2.83412 -5.76439 1.94111
H 0.19720 -6.04769 -1.49071
H 1.66177 -7.04000 -1.53709
H 1.50061 -4.15138 -2.36952
H 1.60095 -5.53195 -3.50759
H 2.98922 -4.99213 -2.47763
H 3.90956 -5.56211 1.99270
H 2.64454 -6.74015 2.46491
H 2.16129 -5.09192 2.49909
O -5.01007 -3.50838 -1.05853
C -4.75944 -2.35547 -0.79910
O -3.78455 -1.56901 -1.40032
C -2.99120 -2.06633 -2.50903
C -1.85998 -3.03559 -2.12006
C -5.58565 -1.43420 0.15282
H -2.50248 -1.17680 -2.98006
H -3.75621 -2.47385 -3.19278
H -1.13557 -2.56749 -1.45805
H -1.43654 -3.23217 -3.08247
H -2.35108 -3.93957 -1.72059
H -6.06278 -2.11023 0.88354
H -6.25130 -0.82529 -0.40941
H -4.99855 -0.68867 0.67361
O 2.74704 3.54832 0.13236
C 2.53406 3.58246 1.30159
O 3.40054 3.96732 2.24325
C 4.68952 4.48913 1.82066
C 4.63851 6.00483 1.87985
C 1.28524 3.01598 1.90544
H 4.88999 4.12387 0.78728
H 5.36870 4.01894 2.51243
H 4.60989 6.28651 2.95704
H 3.74857 6.43452 1.40012
H 5.50132 6.48887 1.46766
H 1.25319 1.97682 1.66587
H 0.39391 3.53188 1.43022
H 1.15949 3.14717 3.01155
O 0.64866 -4.77100 -6.54288
C -0.15660 -4.62938 -5.67512
O 0.05920 -3.66755 -4.66689
C 1.02176 -2.69594 -4.98290
C 0.74812 -1.62208 -3.93359
C -1.40406 -5.43324 -5.31438
H 0.83453 -2.34007 -5.97439
H 2.05419 -3.13419 -4.94793
H 0.92655 -2.02042 -2.94508
H -0.27941 -1.29949 -3.97786
H 1.49463 -0.80084 -3.98437
H -2.14073 -4.80266 -4.80054
H -1.11724 -6.13105 -4.53193
H -1.74754 -6.00270 -6.18530
O -1.40478 -0.46672 0.54478
C -0.37340 -0.05423 0.12362
O 0.86129 -0.55475 0.50659
C 0.74726 -1.40960 1.67195
C 0.51024 -0.67677 2.94168
C -0.34544 1.10258 -0.77050
H 1.68005 -1.95774 1.69860
H -0.02259 -2.11831 1.44076
H 1.25531 0.05896 3.22469
H 0.30432 -1.33389 3.76250
H -0.42178 -0.13619 2.87462
H 0.34013 1.85164 -0.46424
H -1.31917 1.52052 -0.76768
H 0.02276 0.76574 -1.75211
O -3.31831 1.45731 5.76296
C -2.51190 1.73334 4.89423
O -1.24882 1.24786 4.89363
C -0.82218 0.54992 6.06245
C 0.63562 0.34717 6.09611
C -2.77750 2.45711 3.61586
H -1.14268 -0.50112 6.07697
H -1.22392 1.06351 6.96475
H 0.95278 -0.61142 5.57968
H 1.07024 0.33430 7.07901
H 1.17914 1.13651 5.48673
H -2.24625 3.39179 3.51390
H -3.86410 2.63941 3.67582
H -2.54555 1.76208 2.86895
```

Mulliken population analysis, charges in e, atoms 1 to 8:
1. O -0.539
2. C 0.831
3. O -0.457
4. C 0.234
5. C 0.335
6. C -1.353
7. H 0.064
8. H 0.189

No. 3
DFT (ωB97M-V/def2-TZVPD) results for a cluster of 9 separate species, C48H60O15 in total at a distorted geometry.

SMILES	Oc1ccc(O)cc1.Oc1ccc(O)cc1.Oc1ccc(O)cc1.Oc1ccc(O)cc1.Oc1ccc(O)cc1.Oc1ccc(O)cc1.C1CCOC1.C1CCOC1.C1CCOC1
charge	0
DFT total energy	-81458.2512	eV
multiplicity	1
HOMO-LUMO gap	8.2	eV

The geometry in XYZ format:
```
123
C48H60O15 ωB97M-V/def2-TZVPD
O 1.70778 -1.09878 -4.72421
C 0.41964 -1.11270 -5.21964
C -0.66074 -1.54652 -4.38571
C -1.93149 -1.49342 -4.91125
C -2.20347 -1.12360 -6.24292
O -3.41932 -1.09411 -6.85757
C -1.17886 -0.63739 -7.02156
C 0.14134 -0.66844 -6.51432
H 2.33842 -1.08264 -5.48220
H -0.49256 -1.79142 -3.34123
H -2.71458 -1.73598 -4.24293
H -4.10116 -0.62006 -6.34149
H -1.45203 -0.38061 -8.03393
H 0.99087 -0.42516 -7.19160
O -1.73264 -3.02902 4.35266
C -2.90708 -2.39001 4.68908
C -3.10175 -1.13863 4.14806
C -4.20753 -0.36963 4.52292
C -5.14846 -0.91451 5.36547
O -6.27320 -0.21702 5.68090
C -4.94568 -2.17614 5.83889
C -3.80925 -2.95610 5.56044
H -1.39675 -2.67662 3.51576
H -2.37773 -0.69389 3.53792
H -4.31477 0.63331 4.05790
H -6.25910 0.63246 5.32653
H -5.76125 -2.51599 6.38129
H -3.64022 -3.94733 6.03488
O -6.47482 2.29001 -5.22465
C -5.74039 2.27541 -4.07725
C -6.05181 3.02106 -2.98327
C -5.14486 3.23763 -1.96166
C -3.90557 2.64219 -2.05526
O -3.00090 2.85153 -1.06074
C -3.64123 1.81679 -3.12344
C -4.52343 1.67466 -4.15335
H -7.40539 2.53342 -5.03366
H -6.93151 3.63049 -3.01853
H -5.45269 3.89148 -1.15784
H -2.09403 2.38914 -1.21680
H -2.67833 1.31407 -3.28856
H -4.26313 1.16944 -5.10975
O 1.25073 -2.75154 4.71020
C 1.65180 -3.93784 4.22499
C 3.04155 -4.13889 3.97012
C 3.46565 -5.37275 3.45734
C 2.60596 -6.42960 3.25537
O 3.00093 -7.59242 2.69633
C 1.29553 -6.24069 3.52306
C 0.77530 -5.00015 3.97176
H 0.37233 -2.88048 5.08142
H 3.79821 -3.35028 4.07027
H 4.52915 -5.53125 3.14579
H 3.88515 -7.38951 2.34846
H 0.54689 -7.04421 3.30101
H -0.30640 -4.94150 4.07358
O 1.31595 1.52297 -3.71626
C 2.33523 2.46222 -3.64457
C 1.92639 3.74437 -3.38601
C 2.90777 4.67593 -3.28619
C 4.23077 4.38129 -3.41485
O 5.23586 5.33955 -3.24874
C 4.64372 3.07076 -3.61352
C 3.65225 2.11903 -3.67834
H 1.73590 0.66384 -3.89400
H 0.86596 4.02615 -3.37948
H 2.63706 5.70241 -3.07567
H 4.84829 6.11972 -2.82261
H 5.65270 2.80399 -3.78024
H 3.82600 1.03674 -3.83459
O 0.10363 -2.04223 2.39262
C 0.02210 -1.21481 1.27701
C 1.11977 -0.38086 0.88411
C 0.98776 0.50318 -0.18643
C -0.25746 0.51173 -0.79931
O -0.52677 1.57949 -1.67448
C -1.32340 -0.30949 -0.42443
C -1.15690 -1.14984 0.62455
H 0.91209 -1.88922 2.91047
H 2.03341 -0.43181 1.45832
H 1.67792 1.26440 -0.45105
H 0.23845 1.68032 -2.38646
H -2.26282 -0.23624 -0.93435
H -2.01100 -1.74237 0.95417
C -0.01203 1.32192 3.49735
C -1.08906 1.89326 2.52011
C -1.28920 3.27866 3.13340
O -1.02513 3.17428 4.48697
C 0.19701 2.43502 4.54390
H 0.92827 1.04180 3.10357
H -0.39476 0.39059 3.90983
H -1.97885 1.32337 2.64318
H -0.69991 1.90310 1.46882
H -2.28263 3.65785 2.99755
H -0.65323 3.94740 2.62779
H 0.32511 2.00867 5.55495
H 0.95983 3.11150 4.29415
C 1.84172 -4.77716 0.20596
C 1.36183 -4.44664 -1.17949
C 1.59061 -2.92860 -1.19142
O 2.77611 -2.74910 -0.34864
C 3.07075 -3.94642 0.35791
H 2.15201 -5.83559 0.32293
H 1.01715 -4.49130 0.93439
H 0.33385 -4.70539 -1.41668
H 2.00318 -4.77408 -1.93227
H 0.78166 -2.34248 -0.72380
H 1.84330 -2.45998 -2.14105
H 3.34965 -3.68042 1.38545
H 3.97271 -4.47997 -0.03189
C 2.55725 3.60668 1.43459
C 3.67320 3.08832 0.53898
C 4.28782 4.39292 0.11153
O 3.21684 5.25916 -0.12801
C 2.17496 5.00367 0.83304
H 2.89179 3.56325 2.46596
H 1.78156 2.81773 1.37151
H 3.26039 2.58798 -0.40253
H 4.40819 2.45005 0.98061
H 4.81271 4.36781 -0.85018
H 4.89855 4.83579 0.84889
H 1.19622 5.00738 0.39166
H 2.21684 5.77148 1.64427
```

Mulliken population analysis, charges in e, atoms 1 to 8:
1. O -0.516
2. C 0.730
3. C -0.302
4. C -0.230
5. C -0.133
6. O -0.588
7. C -0.471
8. C -0.762

No. 4
DFT (ωB97M-V/def2-TZVPD) results for the molecule C3H6O2S at a distorted geometry.

charge	0
DFT total energy	-18135.5250	eV
multiplicity	1
HOMO-LUMO gap	8.9	eV
ΔE to the lowest compared entry with this formula, charge and spin	330.22	kJ/mol

The geometry in XYZ format:
```
12
C3H6O2S ωB97M-V/def2-TZVPD
C 0.64256 0.33904 -0.54827
C -0.32075 1.14438 0.32237
C 0.29789 -1.06850 -0.13009
O -2.36208 -0.03433 -1.11136
O 0.79188 -1.65359 1.05972
S -1.70643 -0.23202 0.21710
H 0.35008 0.35577 -1.52302
H 1.69736 0.68553 -0.44825
H 0.11441 1.05806 1.39889
H -0.98005 2.04187 0.16107
H 0.19045 -1.73224 -0.94014
H 1.28469 -0.90396 1.54199
```

Mulliken population analysis, charges in e, atoms 1 to 8:
1. C -0.808
2. C -0.427
3. C -0.117
4. O -0.562
5. O -0.514
6. S 0.388
7. H 0.344
8. H 0.314